Formula: C17H19ClN7O4ReS2
Source: the OMol25 dataset
Level of theory: ωB97M-V/def2-TZVPD

Cartesian coordinates (Å):
Re: 0.208 -0.316 0.181
C: -3.744 -1.389 -0.270
C: -2.526 -1.434 0.664
N: -1.251 -1.561 -0.086
N: -1.029 -2.922 -0.307
C: -1.569 -3.766 0.582
N: -1.326 -5.047 0.580
S: -2.602 -2.978 1.703
C: -2.434 -0.223 1.558
C: -3.419 0.114 2.452
C: -3.254 1.252 3.232
C: -2.116 2.031 3.073
C: -1.173 1.645 2.149
N: -1.323 0.526 1.397
H: -4.648 -1.695 0.257
H: -3.896 -0.372 -0.641
H: -3.600 -2.065 -1.117
H: -0.389 -3.188 -1.040
H: -0.687 -5.480 -0.076
H: -1.794 -5.663 1.230
H: -4.309 -0.501 2.555
H: -4.012 1.529 3.956
H: -1.958 2.924 3.662
H: -0.272 2.219 1.989
C: 5.079 -0.685 -0.824
N: 4.112 0.424 -1.017
C: 4.442 1.780 -1.019
C: 3.319 2.468 -1.250
N: 2.295 1.515 -1.386
C: 2.821 0.266 -1.263
S: 1.925 -1.214 -1.261
C: 0.987 1.804 -1.862
C: 0.823 2.765 -2.827
C: -0.444 2.995 -3.342
C: -1.508 2.231 -2.886
C: -1.276 1.295 -1.912
N: -0.048 1.085 -1.376
H: 6.022 -0.254 -0.502
H: 5.222 -1.211 -1.764
H: 4.709 -1.367 -0.064
H: 5.444 2.129 -0.827
H: 3.144 3.529 -1.303
H: 1.683 3.307 -3.198
H: -0.588 3.742 -4.111
H: -2.508 2.355 -3.281
H: -2.075 0.681 -1.524
O: 2.026 -0.399 3.661
Cl: 1.994 -0.683 2.289
O: 3.137 -1.324 1.776
O: 1.661 0.584 1.472
O: 0.725 -1.460 1.914

E_LUMO (alpha / beta) ... -10.832 / -10.472 eV
Electronic energy ... -2677.1406 Eh
Energy relative to the best compared isomer or geometry (same formula, charge and spin) ... 41.5 kJ/mol
Charge ... +3
Orbital gap (alpha / beta) ... 6.558 / 7.282 eV
HOMO level (alpha / beta) ... -17.39 / -17.75 eV
Spin multiplicity ... 2



Formula: C17H19F3N2O3
Source: the OMol25 dataset
Level of theory: ωB97M-V/def2-TZVPD

Cartesian coordinates (Å):
O: -1.442 3.290 -2.037
C: -1.112 2.118 -1.990
C: -2.118 1.021 -2.289
C: -1.549 -0.383 -2.438
C: -0.494 -0.603 -1.354
C: 0.046 -2.020 -1.389
O: 1.096 -2.346 -1.906
N: -0.778 -2.946 -0.852
C: -0.359 -4.299 -0.529
C: -1.078 -4.607 0.794
C: -1.688 -3.250 1.170
O: -1.886 -2.592 -0.072
C: 0.632 0.392 -1.597
N: 0.136 1.751 -1.614
C: 1.078 2.778 -1.224
C: 1.482 2.658 0.221
C: 2.721 3.115 0.656
C: 3.100 2.985 1.980
C: 2.260 2.370 2.894
C: 1.023 1.914 2.462
C: 0.083 1.204 3.392
F: -1.100 1.830 3.515
F: -0.210 -0.040 2.944
F: 0.563 1.047 4.631
C: 0.626 2.071 1.142
H: -2.667 1.320 -3.184
H: -2.832 1.046 -1.460
H: -2.350 -1.119 -2.346
H: -1.082 -0.507 -3.418
H: -0.952 -0.431 -0.374
H: -0.660 -4.982 -1.327
H: 0.730 -4.309 -0.448
H: -0.398 -4.968 1.561
H: -1.862 -5.347 0.640
H: -2.663 -3.322 1.649
H: -1.006 -2.666 1.802
H: 1.385 0.306 -0.808
H: 1.122 0.150 -2.550
H: 0.573 3.737 -1.391
H: 1.966 2.733 -1.865
H: 3.394 3.576 -0.052
H: 4.062 3.350 2.304
H: 2.558 2.243 3.922
H: -0.351 1.730 0.834

SMILES string ... O=C1CC[C@@H](C(=O)N2CCCO2)CN1Cc1cccc(C(F)(F)F)c1
E_LUMO ... 0.657 eV
Electronic energy ... -1294.0441 Eh
Energy relative to the best compared isomer or geometry (same formula, charge and spin) ... 194.5 kJ/mol
Orbital gap ... 9.929 eV
HOMO level ... -9.27 eV
Spin multiplicity ... 1



Formula: C17H19FN2O2
Source: the OMol25 dataset
Level of theory: ωB97M-V/def2-TZVPD

Cartesian coordinates (Å):
C: 3.879 0.658 1.078
C: 3.231 2.060 0.552
C: 1.961 1.704 -0.407
F: 2.385 0.527 -1.151
N: 0.822 1.423 0.512
C: -0.032 0.306 0.046
O: -0.498 0.324 -1.126
O: -0.318 -0.714 0.998
C: 0.317 -1.972 0.642
C: -0.470 -2.739 -0.548
C: 0.344 -3.036 -1.827
C: -0.343 -3.740 -3.028
C: -1.847 -4.108 -2.852
C: -2.666 -3.798 -1.573
C: -1.979 -3.088 -0.348
C: -2.811 -2.730 0.980
C: -0.087 2.578 0.675
C: -0.699 3.414 -0.498
C: -1.664 4.554 -0.100
N: -2.086 4.930 1.209
C: -1.496 4.163 2.255
C: -0.512 2.977 2.128
H: 3.008 -0.006 1.419
H: 4.455 0.127 0.231
H: 4.642 0.820 1.917
H: 4.036 2.504 -0.148
H: 2.953 2.755 1.411
H: 1.820 2.611 -1.082
H: 0.195 -2.661 1.563
H: 1.438 -1.900 0.429
H: 1.440 -2.702 -1.874
H: 0.269 -3.948 -3.962
H: -2.366 -4.596 -3.740
H: -3.776 -4.050 -1.478
H: -2.739 -1.586 1.121
H: -3.929 -2.959 0.805
H: -2.409 -3.234 1.921
H: -0.396 3.129 -1.555
H: -2.122 5.152 -0.973
H: -1.819 4.434 3.328
H: -0.133 2.418 3.048

SMILES string ... CC[C@@H](F)N(C(=O)OCc1ccccc1C)c1ccncc1
E_LUMO ... -0.186 eV
Electronic energy ... -1018.7286 Eh
Energy relative to the best compared isomer or geometry (same formula, charge and spin) ... 923.5 kJ/mol
Orbital gap ... 8.334 eV
HOMO level ... -8.52 eV
Spin multiplicity ... 1



Formula: C17H19IrN5O2
Source: the OMol25 dataset
Level of theory: ωB97M-V/def2-TZVPD

Cartesian coordinates (Å):
N: 0.689 3.504 -0.173
C: 0.173 4.527 -0.410
C: 0.028 5.926 -0.727
H: -1.023 6.206 -0.823
H: 0.560 6.141 -1.668
H: 0.492 6.471 0.108
N: 2.575 -1.882 -0.286
C: 3.314 -2.364 -1.031
C: 4.386 -2.874 -1.832
H: 4.562 -2.103 -2.586
H: 4.060 -3.748 -2.385
H: 5.283 -3.105 -1.261
N: -2.948 -1.569 -0.120
C: -4.037 -1.753 -0.494
C: -5.343 -2.338 -0.438
H: -5.268 -3.161 0.282
H: -5.618 -2.718 -1.413
H: -6.064 -1.600 -0.095
Ir: 0.717 -0.438 -0.202
C: -0.146 -1.944 0.711
O: -0.628 -2.915 1.143
C: 1.725 0.744 0.823
O: 2.284 1.466 1.532
C: 0.736 1.254 -1.869
C: -0.661 1.331 -1.794
C: -1.393 0.173 -1.712
C: -0.730 -1.074 -1.713
C: 0.561 -1.135 -2.307
C: 1.330 0.041 -2.293
H: 1.358 2.149 -1.809
H: -1.201 2.277 -1.671
H: -2.450 0.267 -1.476
H: -1.235 -2.014 -1.512
H: 0.987 -2.096 -2.587
H: 2.365 0.052 -2.632
N: -1.877 -0.241 1.840
C: -2.467 0.590 2.748
C: -1.888 1.835 2.579
C: -0.907 1.662 1.606
N: -0.899 0.390 1.165
H: -2.353 -1.078 1.475
H: -3.284 0.235 3.361
H: -2.093 2.764 3.081
H: -0.263 2.432 1.259

E_LUMO (alpha / beta) ... -13.056 / -19.801 eV
Electronic energy ... -1185.7504 Eh
Energy relative to the best compared isomer or geometry (same formula, charge and spin) ... 105.4 kJ/mol
Charge ... +4
Orbital gap (alpha / beta) ... 6.764 / 3.176 eV
HOMO level (alpha / beta) ... -19.82 / -22.98 eV
Spin multiplicity ... 6



Formula: C17H19N3O3
Source: the OMol25 dataset
Level of theory: ωB97M-V/def2-TZVPD

Cartesian coordinates (Å):
C: -2.484 -2.432 -2.403
C: -2.373 -1.565 -1.186
C: -2.011 -2.089 0.045
C: -1.906 -1.288 1.173
C: -1.512 -1.890 2.488
C: -2.156 0.081 1.078
C: -2.043 0.971 2.279
C: -2.515 0.611 -0.164
O: -2.780 1.972 -0.238
C: -2.047 2.697 -1.203
C: -0.561 2.578 -0.862
O: 0.045 3.359 -0.166
O: -0.098 1.451 -1.372
N: 1.218 0.983 -1.222
C: 1.831 0.979 -0.099
N: 1.397 1.377 1.122
C: 3.174 0.364 -0.172
C: 3.423 -0.707 -1.028
C: 4.693 -1.253 -1.065
C: 5.669 -0.711 -0.241
N: 5.449 0.316 0.561
C: 4.239 0.841 0.590
C: -2.628 -0.205 -1.279
H: -2.345 -3.480 -2.149
H: -1.727 -2.149 -3.134
H: -3.460 -2.312 -2.870
H: -1.805 -3.147 0.130
H: -1.402 -2.968 2.400
H: -2.263 -1.677 3.248
H: -0.565 -1.475 2.831
H: -2.160 2.011 1.987
H: -1.078 0.839 2.767
H: -2.820 0.730 3.003
H: -2.226 2.336 -2.222
H: -2.365 3.736 -1.102
H: 2.068 1.370 1.873
H: 0.696 2.106 1.167
H: 2.620 -1.086 -1.640
H: 4.921 -2.084 -1.715
H: 6.675 -1.110 -0.220
H: 4.131 1.702 1.240
H: -2.916 0.217 -2.229

SMILES string ... Cc1cc(C)c(C)c(OCC(=O)O/N=C(\N)c2cccnc2)c1
E_LUMO ... 0.647 eV
Electronic energy ... -1049.1490 Eh
Energy relative to the best compared isomer or geometry (same formula, charge and spin) ... 260.2 kJ/mol
Orbital gap ... 9.226 eV
HOMO level ... -8.58 eV
Spin multiplicity ... 1



Formula: C17H19N5O2Pb
Source: the OMol25 dataset
Level of theory: ωB97M-V/def2-TZVPD

Cartesian coordinates (Å):
N: 1.228 3.600 -0.301
C: 1.012 4.703 -0.003
C: 0.799 6.094 0.357
H: -0.274 6.323 0.388
H: 1.292 6.744 -0.378
H: 1.221 6.294 1.350
N: 3.455 -1.960 -0.515
C: 4.378 -2.675 -0.520
C: 5.534 -3.545 -0.490
H: 6.290 -3.192 -1.207
H: 5.237 -4.571 -0.749
H: 5.967 -3.543 0.521
N: -2.655 -2.589 0.323
C: -3.800 -2.786 0.293
C: -5.222 -3.074 0.345
H: -5.401 -3.864 1.085
H: -5.578 -3.421 -0.631
H: -5.776 -2.174 0.640
Pb: 0.137 -0.015 -0.751
C: 0.694 -2.136 1.238
O: 1.023 -2.795 2.112
C: 1.679 0.618 1.717
O: 2.026 1.103 2.705
C: 0.790 1.140 -2.862
C: -0.620 1.225 -2.831
C: -1.399 0.046 -2.796
C: -0.766 -1.222 -2.785
C: 0.650 -1.309 -2.825
C: 1.427 -0.126 -2.869
H: 1.364 2.070 -2.865
H: -1.109 2.198 -2.860
H: -2.487 0.106 -2.809
H: -1.389 -2.121 -2.747
H: 1.142 -2.292 -2.795
H: 2.522 -0.206 -2.874
N: -1.635 -0.317 2.487
C: -2.236 0.396 3.460
C: -1.598 1.628 3.504
C: -0.604 1.585 2.518
N: -0.602 0.377 1.933
H: -1.942 -1.187 2.084
H: -3.051 0.017 4.026
H: -1.795 2.471 4.140
H: 0.073 2.385 2.238

E_LUMO (alpha / beta) ... -19.038 / -16.137 eV
Electronic energy ... -1274.4480 Eh
Energy relative to the best compared isomer or geometry (same formula, charge and spin) ... 100.2 kJ/mol
Charge ... +4
Orbital gap (alpha / beta) ... 2.340 / 5.241 eV
HOMO level (alpha / beta) ... -21.38 / -21.38 eV
Spin multiplicity ... 1



Formula: C17H19N5O3
Source: the OMol25 dataset
Level of theory: ωB97M-V/def2-TZVPD

Cartesian coordinates (Å):
N: 0.719 -0.929 1.553
C: 0.736 -0.499 0.237
C: 1.872 -1.322 -0.629
C: 3.231 -0.957 -0.191
C: 4.061 -1.747 0.522
N: 5.345 -1.285 0.639
C: 5.290 0.084 0.259
C: 6.314 1.046 0.404
C: 6.119 2.270 -0.423
C: 4.852 2.455 -1.010
C: 3.823 1.486 -1.098
C: 4.044 0.248 -0.530
C: -0.706 -0.521 -0.260
O: -0.937 -0.610 -1.478
N: -1.636 -0.613 0.619
C: -2.908 -0.540 0.209
C: -3.460 0.806 -0.217
C: -4.837 0.954 0.070
C: -5.959 0.985 -0.838
N: -7.047 1.431 -0.054
C: -6.573 1.658 1.144
N: -5.241 1.425 1.308
C: -3.169 -1.600 -0.786
O: -3.764 -1.445 -1.853
O: -2.909 -2.798 -0.217
H: 1.489 -0.535 2.146
H: 1.008 -1.889 1.579
H: 1.060 0.483 0.130
H: 1.609 -2.333 -0.627
H: 1.681 -1.027 -1.698
H: 4.005 -2.773 0.830
H: 5.927 -1.779 1.535
H: 7.148 0.845 1.150
H: 6.913 2.899 0.009
H: 4.776 3.290 -1.639
H: 2.871 1.813 -1.654
H: -1.265 -0.426 1.548
H: -3.428 -1.026 1.185
H: -3.317 1.015 -1.201
H: -2.874 1.562 0.352
H: -6.179 0.611 -1.929
H: -8.006 0.979 -0.241
H: -7.279 1.734 1.882
H: -3.401 -3.426 -0.736

SMILES string ... N[C@@H](Cc1c[nH]c2ccccc12)C(=O)N[C@@H](Cc1c[nH]cn1)C(=O)O
E_LUMO ... 0.522 eV
Electronic energy ... -1158.6000 Eh
Energy relative to the best compared isomer or geometry (same formula, charge and spin) ... 501.2 kJ/mol
Orbital gap ... 8.594 eV
HOMO level ... -8.07 eV
Spin multiplicity ... 1



Formula: C17H19NO
Source: the OMol25 dataset
Level of theory: ωB97M-V/def2-TZVPD

Cartesian coordinates (Å):
C: -2.134 2.444 -0.734
C: -1.839 1.836 0.611
C: -0.908 2.144 1.538
N: -1.031 1.290 2.614
C: -1.919 0.334 2.283
C: -2.114 -0.944 2.911
C: -2.711 -1.929 2.177
C: -3.379 -1.718 0.952
C: -3.315 -0.426 0.451
C: -2.520 0.568 1.035
H: -1.851 1.696 -1.482
H: -1.816 3.432 -1.044
H: -3.221 2.464 -0.746
H: -0.229 3.000 1.435
H: -0.570 1.369 3.496
H: -1.662 -1.328 3.840
H: -2.406 -2.941 2.401
H: -3.970 -2.364 0.308
H: -3.815 -0.399 -0.509
C: 1.233 0.417 -3.488
C: 2.553 0.634 -2.800
C: 2.469 -0.032 -1.440
C: 1.630 0.396 -0.431
C: 1.485 -0.375 0.731
C: 2.244 -1.529 0.929
O: 1.811 -2.283 2.006
C: 3.205 -1.874 -0.034
C: 3.295 -1.139 -1.200
H: 0.952 -0.616 -3.615
H: 1.203 0.787 -4.526
H: 0.455 0.975 -2.913
H: 3.326 0.199 -3.480
H: 2.943 1.631 -2.564
H: 1.429 1.472 -0.338
H: 0.848 -0.009 1.501
H: 2.411 -3.052 2.005
H: 3.926 -2.662 0.107
H: 3.991 -1.466 -1.990

SMILES string ... Cc1c[nH]c2ccccc12.CCc1ccc(O)cc1
E_LUMO ... 0.814 eV
Electronic energy ... -789.1305 Eh
Energy relative to the best compared isomer or geometry (same formula, charge and spin) ... 279.9 kJ/mol
Orbital gap ... 8.659 eV
HOMO level ... -7.85 eV
Spin multiplicity ... 1



Formula: C17H19NO4
Source: the OMol25 dataset
Level of theory: ωB97M-V/def2-TZVPD

Cartesian coordinates (Å):
C: 6.597 2.176 -0.394
O: 5.867 2.013 0.800
C: 5.130 0.821 0.876
C: 3.893 0.803 -0.042
N: 3.061 -0.342 0.227
C: 3.019 -1.419 -0.579
O: 3.628 -1.519 -1.623
C: 2.118 -2.543 -0.052
O: 1.129 -2.115 0.854
C: 0.069 -1.395 0.362
C: -0.039 -0.930 -0.943
C: -1.158 -0.213 -1.328
C: -2.176 0.055 -0.422
O: -3.219 0.833 -0.854
C: -4.487 0.613 -0.385
C: -5.342 1.710 -0.347
C: -6.654 1.550 0.057
C: -7.123 0.300 0.427
C: -6.275 -0.792 0.378
C: -4.961 -0.645 -0.029
C: -2.057 -0.392 0.892
C: -0.946 -1.113 1.275
H: 5.944 2.357 -1.253
H: 7.220 1.298 -0.598
H: 7.235 3.045 -0.241
H: 4.808 0.750 1.920
H: 5.766 -0.046 0.641
H: 3.319 1.722 0.109
H: 4.197 0.728 -1.088
H: 2.556 -0.375 1.101
H: 2.746 -3.241 0.511
H: 1.687 -3.081 -0.904
H: 0.738 -1.112 -1.667
H: -1.249 0.152 -2.338
H: -4.961 2.676 -0.641
H: -7.311 2.406 0.085
H: -8.147 0.177 0.746
H: -6.637 -1.772 0.652
H: -4.306 -1.502 -0.082
H: -2.831 -0.167 1.611
H: -0.843 -1.469 2.288

SMILES string ... COCCNC(=O)COc1ccc(Oc2ccccc2)cc1
E_LUMO ... 0.702 eV
Electronic energy ... -1014.8979 Eh
Energy relative to the best compared isomer or geometry (same formula, charge and spin) ... 261.9 kJ/mol
Orbital gap ... 8.933 eV
HOMO level ... -8.23 eV
Spin multiplicity ... 1



Formula: C17H19NO4
Source: the OMol25 dataset
Level of theory: ωB97M-V/def2-TZVPD

Cartesian coordinates (Å):
C: 4.768 -1.078 2.576
C: 4.698 -0.879 1.073
O: 3.826 0.232 0.842
C: 3.730 0.640 -0.418
O: 4.113 0.050 -1.433
C: 3.169 2.045 -0.570
C: 1.902 2.079 -1.402
C: 0.805 1.153 -0.880
C: -0.495 1.258 -1.698
N: -0.182 1.105 -3.152
O: -1.012 1.600 -3.907
C: -1.504 0.260 -1.183
C: -1.758 -0.938 -1.853
C: -2.674 -1.873 -1.336
C: -3.437 -1.575 -0.206
C: -4.462 -2.437 0.233
C: -5.174 -2.126 1.351
C: -4.842 -0.981 2.118
C: -3.856 -0.100 1.645
C: -3.149 -0.401 0.485
C: -2.171 0.500 0.020
O: -1.893 1.671 0.708
H: 5.231 -0.190 3.086
H: 5.374 -1.924 2.802
H: 3.803 -1.203 3.015
H: 5.688 -0.617 0.655
H: 4.344 -1.793 0.598
H: 2.932 2.465 0.425
H: 3.969 2.689 -1.000
H: 1.489 3.085 -1.419
H: 2.178 1.797 -2.419
H: 0.607 1.448 0.138
H: 1.149 0.097 -0.875
H: -0.912 2.260 -1.509
H: -1.179 -1.173 -2.759
H: -2.833 -2.810 -1.879
H: -4.741 -3.333 -0.305
H: -5.997 -2.725 1.700
H: -5.378 -0.823 3.040
H: -3.627 0.764 2.245
H: -2.500 1.782 1.448

SMILES string ... CCOC(=O)CCC[C@@H](N=O)c1ccc2ccccc2c1O
E_LUMO ... -0.129 eV
Electronic energy ... -1014.8427 Eh
Energy relative to the best compared isomer or geometry (same formula, charge and spin) ... 406.8 kJ/mol
Orbital gap ... 7.907 eV
HOMO level ... -8.04 eV
Spin multiplicity ... 1



Formula: C17H19NO5S
Source: the OMol25 dataset
Level of theory: ωB97M-V/def2-TZVPD

Cartesian coordinates (Å):
C: 4.434 -3.604 2.768
O: 3.095 -3.741 3.191
C: 2.186 -2.819 2.808
C: 2.461 -1.718 1.996
C: 1.446 -0.837 1.666
C: 0.167 -1.047 2.141
S: -1.121 0.090 1.671
O: -2.326 -0.282 2.387
O: -0.666 1.439 1.781
N: -1.313 -0.262 0.056
C: -1.406 0.839 -0.888
C: -0.008 1.284 -1.335
C: -0.120 2.410 -2.324
C: -0.244 3.719 -1.876
C: -0.384 4.760 -2.777
C: -0.402 4.503 -4.138
C: -0.283 3.201 -4.592
C: -0.145 2.161 -3.690
C: -1.996 -1.497 -0.245
C: -3.516 -1.322 -0.447
O: -4.056 -1.660 -1.464
O: -4.167 -0.769 0.559
C: -0.120 -2.133 2.950
C: 0.884 -3.017 3.283
H: 4.516 -3.648 1.679
H: 4.874 -2.671 3.132
H: 4.965 -4.447 3.205
H: 3.455 -1.538 1.621
H: 1.641 0.023 1.047
H: -1.994 0.515 -1.749
H: -1.916 1.684 -0.417
H: 0.512 0.433 -1.778
H: 0.535 1.617 -0.450
H: -0.229 3.917 -0.814
H: -0.477 5.774 -2.417
H: -0.510 5.315 -4.841
H: -0.298 2.994 -5.652
H: -0.053 1.145 -4.049
H: -1.577 -1.937 -1.157
H: -1.822 -2.181 0.590
H: -3.589 -0.560 1.339
H: -1.125 -2.262 3.320
H: 0.693 -3.870 3.913

SMILES string ... COc1ccc(S(=O)(=O)N(CCc2ccccc2)CC(=O)O)cc1
E_LUMO ... 0.404 eV
Electronic energy ... -1488.3447 Eh
Energy relative to the best compared isomer or geometry (same formula, charge and spin) ... 122.7 kJ/mol
Orbital gap ... 9.580 eV
HOMO level ... -9.18 eV
Spin multiplicity ... 1